The following is a quantum chemistry calculation of the ion CHOS with charge -1 at a distorted geometry, from the OMol25 dataset.

The geometry in XYZ format:
```
4
Properties=species:S:1:pos:R:3:forces:R:3:mulliken_charge:R:1
O 0.389153 -1.310778 0.022972 -0.3 4.1 0.3 -0.66
C 0.113595 -0.013226 0.041084 0.0 -7.5 -0.5 -0.08
S -1.345271 0.652760 0.025113 -3.1 1.4 0.3 -0.57
H 0.842523 0.671244 -0.089170 3.4 2.0 -0.1 0.30
```
Forces are in eV/Å.

As for the gap between HOMO and LUMO: 7.288 eV. The total energy is -13936.533 eV. Its total charge is -1. Its structure (SMILES) is [O-]C=S. The relative energy (zero: lowest compared OMol25 entry of this formula, charge and spin) comes out at 36.35 kJ/mol. The calculation puts the HOMO energy at -3.1342 eV.



The following is a quantum chemistry calculation of the ion C5H15ClN6 with charge +2 at a distorted geometry, from the OMol25 dataset.

The geometry in XYZ format:
```
27
Properties=species:S:1:pos:R:3:forces:R:3:mulliken_charge:R:1
C 0.408953 1.609560 0.041532 -1.2 0.2 -0.1 0.38
C 0.516425 -0.744298 -0.392236 3.1 0.8 0.1 -0.91
C -1.565992 0.156695 0.299989 3.2 2.2 1.9 0.23
C 2.537352 0.690938 -0.727468 0.4 0.0 -0.2 -1.14
C -1.512168 -1.785514 -1.276681 -0.1 0.7 -1.0 -0.83
N 1.151810 0.539061 -0.294840 -0.1 -1.6 -0.5 -0.02
N -0.851893 -0.634581 -0.668059 -1.4 -1.3 0.9 0.18
N -0.840690 1.401795 0.480536 -0.7 -1.5 0.2 -0.25
N 0.909010 2.828445 0.011744 0.8 1.5 -0.2 -0.37
N -1.640799 -0.531099 1.572716 -0.3 -0.6 -0.3 -0.53
N 0.735422 -1.488275 0.977713 -0.7 -0.5 -0.2 -0.12
Cl -3.215565 0.615793 -0.340910 -3.2 0.6 -1.4 -0.13
H 1.007669 -1.341381 -1.167993 0.2 -0.2 0.2 0.68
H 3.129325 1.183418 0.044141 0.0 0.0 0.0 0.42
H 2.972350 -0.287849 -0.908671 0.0 0.0 0.0 0.43
H 2.601328 1.257448 -1.657769 0.0 0.0 0.0 0.44
H -2.484294 -1.474388 -1.645256 -0.2 0.0 0.2 0.36
H -0.926119 -2.110588 -2.131955 0.2 -0.2 0.0 0.37
H -1.644958 -2.618579 -0.584621 0.1 -0.1 0.4 0.42
H -1.418187 2.206418 0.694930 -0.1 0.1 0.2 0.34
H 1.845407 3.018642 -0.313829 -0.2 0.0 0.0 0.19
H 0.348761 3.631760 0.260533 0.1 -0.1 0.0 0.22
H -1.928295 0.088551 2.326629 0.2 0.2 -0.1 0.25
H -2.327810 -1.282401 1.536635 -0.3 -0.1 0.0 0.26
H -0.146273 -1.198859 1.550537 0.4 0.0 0.0 0.40
H 1.603565 -1.224164 1.453715 0.0 0.1 -0.3 0.36
H 0.735664 -2.506555 0.858931 0.1 -0.1 0.1 0.38
```
Forces are in eV/Å.

As for the gap between HOMO and LUMO (alpha / beta): 4.737 / 5.044 eV. The total energy is -26869.827 eV. Its total charge is +2. The multiplicity is 3. As for the expectation value of S²: 2.011. The calculation puts the HOMO energy (alpha / beta) at -11.2128 / -17.5635 eV.



The following is a quantum chemistry calculation of a cluster of 2 separate species, C4H11NO3 in total at a distorted geometry, from the OMol25 dataset.

The geometry in XYZ format:
```
19
Properties=species:S:1:pos:R:3:forces:R:3:mulliken_charge:R:1
O -0.538230 1.002501 3.508031 -0.7 0.3 0.2 -0.54
C -0.671216 1.167053 2.321208 1.6 -0.9 0.3 0.13
N 0.393888 1.012223 1.449445 -2.6 0.9 -0.8 -0.09
C 0.108480 1.309020 0.061080 2.0 0.0 -1.5 -0.92
C 0.119886 0.018703 -0.796416 1.2 1.5 -1.3 0.02
C -0.465236 0.165239 -2.192746 -2.2 -2.2 -0.3 -0.58
O -0.810535 -1.173795 -2.676835 0.4 -0.1 -0.2 -0.53
H -1.642263 1.367129 1.794623 0.6 0.0 0.4 0.27
H 1.353246 0.895440 1.716630 -0.1 0.0 0.5 0.24
H -0.792994 1.891165 -0.146069 -0.3 -0.3 0.7 0.44
H 0.899022 2.007495 -0.283503 -0.3 -0.4 -0.1 0.31
H -0.382005 -0.741597 -0.219003 0.0 -0.5 -0.1 0.20
H 1.134032 -0.238044 -1.183829 -0.2 -0.4 1.8 0.18
H -1.427812 0.688649 -2.228523 0.5 0.8 -0.1 0.33
H 0.255298 0.421044 -2.965572 -0.1 0.9 0.3 0.26
H -1.620785 -1.525217 -2.288868 0.2 0.4 0.2 0.29
O 1.335687 -3.123294 1.309434 -0.5 -0.1 -0.2 -0.64
H 2.123920 -2.675873 1.621580 -0.1 0.3 0.0 0.31
H 0.627619 -2.467842 1.199331 0.6 -0.2 0.2 0.32
```
Forces are in eV/Å.

As for the gap between HOMO and LUMO: 10.521 eV. The total energy is -11957.988 eV. Its structure (SMILES) is O=CNCCCO.O. The relative energy (zero: lowest compared OMol25 entry of this formula, charge and spin) comes out at 204.73 kJ/mol. The calculation puts the HOMO energy at -9.8963 eV.



The following is a quantum chemistry calculation of a structure of composition C45H50CaN8O2PSSb2, from the OMol25 dataset.

The geometry in XYZ format:
```
110
Properties=species:S:1:pos:R:3:forces:R:3:mulliken_charge:R:1
Ca -1.386547 1.213392 -1.073276 0.3 -0.4 0.2 1.44
C 5.249686 -1.781424 -0.032095 -0.1 -0.1 -0.1 -1.64
Sb 3.501188 -0.538029 0.331398 0.5 -0.2 0.0 0.62
C 3.972000 -0.392347 2.434596 -0.1 0.0 0.0 -0.92
C 4.600940 1.237328 -0.402475 -0.2 -0.1 0.1 -1.13
C 5.117994 2.079600 0.706191 0.0 0.1 0.0 0.25
C 6.420707 1.881742 1.169710 0.0 0.0 0.0 -0.55
C 6.915701 2.563742 2.269265 0.0 0.0 0.0 -0.74
C 6.099804 3.468815 2.932763 0.0 0.0 0.0 -0.67
C 4.817367 3.701845 2.461682 0.0 0.0 0.0 -0.85
C 4.305305 3.032537 1.346133 0.0 0.1 0.1 1.58
C 2.923521 3.382253 0.873485 0.0 -0.3 0.1 -1.48
Sb 1.345398 1.967861 1.506153 0.3 0.5 0.0 -0.37
C -0.471057 5.162935 0.688862 0.0 -0.1 0.1 -0.68
C 1.439949 2.706741 3.536615 -0.1 -0.2 -0.1 -1.41
H 6.114520 -1.327464 0.455877 -0.1 0.0 0.0 0.51
H 5.437719 -1.856392 -1.105997 0.0 0.0 0.1 0.43
H 5.100300 -2.786816 0.368513 0.0 0.1 0.0 0.42
H 4.586576 0.488920 2.627890 0.0 -0.1 0.0 0.29
H 4.517913 -1.286880 2.744473 0.0 0.1 -0.1 0.52
H 3.050386 -0.318718 3.013686 0.0 0.0 0.0 0.11
H 3.915216 1.773628 -1.053910 0.0 0.0 -0.1 0.29
H 5.410719 0.820801 -1.001953 0.0 0.0 0.0 0.72
H 7.055653 1.171498 0.649272 0.0 0.0 0.0 0.34
H 7.929641 2.387677 2.607303 0.0 0.0 0.0 0.40
H 6.465393 4.002654 3.801243 0.0 0.0 0.0 0.41
H 4.192933 4.435061 2.962905 0.0 0.0 0.0 0.33
H 2.855192 3.457649 -0.212993 0.1 0.0 0.0 0.59
H 2.638667 4.337080 1.312241 -0.1 0.1 -0.1 0.58
H 0.464166 5.624268 0.996850 0.0 0.0 0.0 0.28
H -1.248380 5.928132 0.632100 0.0 0.0 0.0 0.36
H -0.351669 4.688505 -0.287412 0.0 0.0 0.0 0.14
H 1.489568 3.794626 3.507186 0.0 0.0 0.0 0.43
H 2.327105 2.312384 4.035868 0.0 0.0 0.0 0.43
H 0.542362 2.406309 4.077509 0.0 0.0 0.0 0.43
N -1.928195 -1.993812 3.429737 -0.1 -0.1 0.0 0.13
C -0.955377 -1.623078 4.317527 0.1 0.0 0.0 -1.39
C -0.232627 -0.661036 3.676933 0.1 0.1 0.0 0.06
N -0.743818 -0.437201 2.424838 0.1 0.1 -0.1 0.38
C -1.753328 -1.254697 2.297878 0.1 0.0 0.1 -0.40
C -2.599239 -1.373804 1.122320 -0.2 0.0 -0.3 -0.51
N -2.474861 -0.730041 -0.026931 -0.1 -0.3 0.2 2.03
C -3.539508 -1.142307 -0.807435 0.1 0.1 0.0 -0.42
C -4.297545 -2.037066 -0.133690 -0.1 -0.1 0.0 -1.70
N -3.689836 -2.175356 1.090357 0.0 -0.1 0.1 0.04
H -2.593503 -2.728451 3.588270 0.0 0.0 0.0 0.17
H -0.860347 -2.069647 5.293299 0.0 0.0 -0.1 0.44
H 0.618730 -0.110227 4.045978 0.0 0.0 0.0 0.37
H -3.697012 -0.748215 -1.797643 0.0 0.0 0.0 0.41
H -5.188103 -2.580852 -0.399764 0.1 0.0 0.0 0.57
H -4.018375 -2.774708 1.825162 0.0 0.0 0.0 0.17
C 2.974745 -5.622233 -3.964886 0.0 0.0 0.0 -0.50
C 1.602612 -5.766850 -4.132390 0.0 0.0 0.0 -0.65
C 0.723380 -4.947767 -3.438942 0.1 0.0 0.0 -0.31
C 1.205933 -3.972493 -2.566327 -0.1 0.2 -0.1 0.59
C 2.583520 -3.830364 -2.411387 0.0 0.0 0.0 -0.27
C 3.464025 -4.652648 -3.103226 0.0 0.0 0.0 -0.52
P 0.124642 -2.861409 -1.556863 0.2 -0.3 0.0 0.27
C -1.275991 -2.591670 -2.723086 0.2 0.0 0.0 0.75
C -2.436292 -3.329788 -2.941156 0.0 0.1 0.1 -0.13
C -3.354679 -2.946359 -3.909831 -0.1 0.0 0.0 -0.75
C -3.135301 -1.817134 -4.683212 0.0 0.0 0.0 -0.85
C -1.975345 -1.079284 -4.492287 0.1 0.0 0.0 -0.47
C -1.058511 -1.458937 -3.517706 -0.2 -0.1 -0.2 -0.94
C -0.323843 -4.078265 -0.245717 -0.1 0.2 0.0 0.96
C -1.141806 -5.202962 -0.350296 0.0 -0.1 0.0 -0.42
C -1.302925 -6.064394 0.727216 0.0 0.0 0.0 -0.74
C -0.628169 -5.833419 1.919115 0.0 0.1 0.0 -0.62
C 0.212698 -4.734159 2.027577 -0.1 0.0 0.0 -0.48
C 0.350010 -3.858810 0.959153 -0.1 0.1 0.0 -0.38
H 3.657499 -6.262768 -4.508801 0.0 0.0 0.0 0.38
H 1.213910 -6.520807 -4.806852 0.0 0.0 0.0 0.42
H -0.342547 -5.067934 -3.588727 0.0 0.0 0.0 0.21
H 2.965823 -3.068733 -1.739040 0.0 0.0 0.0 0.20
H 4.532826 -4.532810 -2.970103 0.0 0.0 0.0 0.43
H -2.661213 -4.201431 -2.348422 0.0 0.0 0.1 0.09
H -4.245828 -3.541992 -4.070769 0.0 0.0 0.0 0.42
H -3.856383 -1.524887 -5.436232 0.0 0.0 0.0 0.42
H -1.773781 -0.218814 -5.120673 0.0 0.0 0.0 0.43
H -0.132580 -0.902149 -3.405843 0.0 0.0 0.1 0.57
H -1.630091 -5.450230 -1.281202 0.0 0.0 0.0 0.21
H -1.942159 -6.934114 0.628017 0.0 0.0 0.0 0.45
H -0.740808 -6.518778 2.750468 0.0 0.0 0.0 0.40
H 0.758836 -4.556664 2.945747 0.0 0.0 0.0 0.49
H 0.998707 -2.994008 1.050909 0.0 0.0 0.0 0.27
C -5.772527 2.086320 0.513015 0.1 -0.1 0.0 -1.17
N -4.453690 2.578540 0.868010 0.1 -0.1 -0.3 0.17
C -4.271539 3.236254 2.098816 -0.2 -0.1 0.2 -0.55
C -3.030919 3.751659 2.405382 0.1 0.1 -0.2 -0.69
C -2.022440 3.606711 1.487535 -0.1 0.0 0.0 -0.04
O -0.805680 4.198956 1.690232 0.0 0.0 -0.2 -0.27
N -2.180903 2.870787 0.317539 0.1 0.2 0.2 -0.34
C -3.392378 2.380665 0.022805 -0.5 0.6 0.4 1.06
O -3.545979 1.716773 -1.051695 -0.3 0.3 -0.1 -1.05
H -6.519770 2.855458 0.707896 0.0 0.0 0.0 0.44
H -6.023825 1.191912 1.090938 0.0 0.0 0.0 0.29
H -5.778036 1.835774 -0.541958 0.0 0.0 0.0 0.30
H -5.149935 3.367084 2.710798 0.0 -0.1 0.0 0.45
H -2.865963 4.307632 3.317526 0.0 0.0 -0.1 0.49
S 1.133430 1.327766 -2.086434 0.8 0.1 -0.5 -0.23
C 0.486506 1.941387 -3.507293 0.4 -0.2 0.6 -0.22
N 1.300655 2.229164 -4.572147 -0.1 -0.1 0.1 0.10
C 0.819811 2.671028 -5.742118 -0.1 0.1 -0.2 -0.15
C -0.519904 2.866128 -5.874377 -0.1 0.2 -0.5 -0.81
C -1.324429 2.587145 -4.763973 -0.1 0.0 0.1 -0.16
N -0.845419 2.143441 -3.628228 -0.1 -0.1 0.2 0.08
H 2.290477 2.052876 -4.456792 0.0 0.0 0.1 0.23
H 1.541927 2.850057 -6.527340 0.0 0.0 0.0 0.46
H -0.940700 3.222112 -6.803043 0.0 0.0 0.1 0.42
H -2.399807 2.728034 -4.795568 0.0 0.0 -0.1 0.47
```
Forces are in eV/Å.

As for the gap between HOMO and LUMO (alpha / beta): 4.990 / 3.640 eV. The total energy is -115126.614 eV. Its total charge is +1. The relative energy (zero: lowest compared OMol25 entry of this formula, charge and spin) comes out at 433.44 kJ/mol. The calculation puts the HOMO energy (alpha / beta) at -8.4791 / -7.1296 eV.



The following is a quantum chemistry calculation of an isolated molecule of C2H5FO at a distorted geometry, from the OMol25 dataset.

The geometry in XYZ format:
```
9
Properties=species:S:1:pos:R:3:forces:R:3:mulliken_charge:R:1
O 1.186145 -0.318638 -0.701227 1.9 -2.8 -1.0 -0.56
C 0.109729 -0.414553 0.255352 1.6 -6.2 -0.2 -0.20
C -0.603457 0.789247 0.030594 -1.9 1.1 4.3 -0.18
F -0.182775 1.802692 1.086153 -1.4 -1.8 -2.4 -0.33
H 1.596838 -1.201192 -1.096096 -1.7 2.6 1.9 0.31
H -0.617038 -1.352509 -0.073107 1.7 2.1 0.7 0.22
H 0.450701 -0.742727 1.315233 -0.5 1.2 -1.6 0.25
H -1.640406 0.382860 0.098214 0.1 2.1 0.4 0.21
H -0.299737 1.054822 -0.915116 0.1 1.7 -1.9 0.27
```
Forces are in eV/Å.

As for the gap between HOMO and LUMO: 11.226 eV. The total energy is -6917.914 eV. Its structure (SMILES) is OCCF. The relative energy (zero: lowest compared OMol25 entry of this formula, charge and spin) comes out at 163.65 kJ/mol. The calculation puts the HOMO energy at -10.5383 eV.



The following is a quantum chemistry calculation of a structure of composition C3H5NO3, from the OMol25 dataset.

The geometry in XYZ format:
```
12
Properties=species:S:1:pos:R:3:forces:R:3:mulliken_charge:R:1
N -1.600962 -0.823445 0.235055 0.1 0.0 -0.2 -0.39
C -0.372819 -0.321289 0.124651 -0.4 0.0 0.4 0.57
O 0.675150 -1.038934 0.510937 -0.1 0.0 -0.1 -0.48
C -0.031955 1.163174 0.224819 -0.2 0.0 0.0 -0.47
O 1.361578 1.075199 -0.001899 0.0 0.1 -0.1 -0.38
C 1.432988 -0.214921 -0.592667 0.4 -0.1 -0.1 0.29
O 0.560256 -0.374866 -1.546204 0.1 0.1 0.0 -0.66
H -2.395653 -0.262223 -0.032467 0.2 0.0 0.1 0.24
H -1.694883 -1.822851 0.127114 0.0 0.1 0.0 0.26
H -0.558942 1.760671 -0.525159 0.1 -0.1 0.1 0.30
H -0.215258 1.548225 1.234023 0.0 -0.1 -0.1 0.33
H 2.476328 -0.527176 -0.679872 -0.2 0.0 0.0 0.39
```
Forces are in eV/Å.

As for the gap between HOMO and LUMO: 10.284 eV. The total energy is -10822.680 eV. The relative energy (zero: lowest compared OMol25 entry of this formula, charge and spin) comes out at 290.22 kJ/mol. The calculation puts the HOMO energy at -9.6302 eV.